Record 1
C23H49LuN4OP3 | ωB97M-V/def2-TZVPD

```
81
Properties=species:S:1:pos:R:3
Lu -0.8563 1.5005 -1.0916
P 3.2321 -1.8762 1.3143
P 1.5144 2.7907 -0.8197
P -1.2509 -2.8634 -0.1748
H -0.6620 2.7660 -3.6264
C -1.5160 2.4366 -3.0081
C -2.0019 3.1858 -1.8839
H -1.5709 4.1485 -1.5984
C 4.6680 -2.9281 1.5763
C 3.5945 -0.1865 1.7582
C 1.8176 -2.5317 2.1946
C 1.7833 4.3418 -1.7463
C 1.9671 3.3284 0.8689
C 2.9515 1.7696 -1.3055
C -2.5068 -3.3556 -1.4245
C -1.9872 -3.6264 1.3151
C -0.0080 -4.1532 -0.5555
H -2.1815 1.7601 -3.5806
H -3.0419 3.0720 -1.5282
H 5.0078 -2.7390 2.6068
H 5.4732 -2.6856 0.8632
H 4.3884 -3.9913 1.4725
H 3.8688 -0.1471 2.8198
H 2.7121 0.4343 1.5557
H 4.4359 0.1618 1.1443
H 2.0784 -3.5267 2.5857
H 0.9781 -2.6324 1.4926
H 1.5415 -1.8538 3.0108
H 2.7119 4.8376 -1.4201
H 0.9560 5.0440 -1.5793
H 1.8423 4.1295 -2.8196
H 2.7685 4.0727 0.8162
H 2.3107 2.4763 1.4646
H 1.0930 3.7763 1.3567
H 3.5987 2.3560 -1.9767
H 2.6110 0.8723 -1.8424
H 3.5165 1.4594 -0.4169
H -2.8670 -4.3592 -1.1544
H -2.0622 -3.3569 -2.4318
H -3.3432 -2.6404 -1.4070
H -2.7532 -4.3420 0.9922
H -2.4347 -2.8424 1.9406
H -1.1973 -4.1366 1.8826
H -0.4157 -4.8201 -1.3213
H 0.2726 -4.6815 0.3576
H 0.8659 -3.6358 -0.9690
C 1.2194 -1.3654 -2.5793
C 2.2173 -1.2877 -3.5915
C 1.8253 -1.5495 -4.8914
C 0.4491 -1.6184 -5.1887
C -0.5275 -1.2948 -4.2315
C -0.1502 -1.0262 -2.9113
O 1.5520 -1.8773 -1.4306
H 2.7841 -1.7679 -0.0387
H 3.2485 -1.2235 -3.2474
H 2.5951 -1.7144 -5.6582
H 0.1453 -1.8772 -6.2059
H -1.5897 -1.2148 -4.5125
H -0.9015 -0.9710 -2.0839
C -1.8409 2.8168 1.5090
N -1.7245 1.3954 1.0019
C -3.1326 0.8371 0.8452
N -3.8757 0.8936 2.1092
C -3.9325 2.3028 2.5545
N -2.5750 2.8824 2.7757
C -1.8786 2.0499 3.7698
N -1.7574 0.6326 3.3379
C -1.0299 0.5874 2.0764
C -3.1318 0.1226 3.1344
H -2.3716 3.4062 0.7473
H -0.8282 3.2093 1.6537
H -3.0561 -0.2077 0.5074
H -3.6553 1.4472 0.0926
H -4.4739 2.3475 3.5075
H -4.4395 2.8929 1.7706
H -0.8684 2.4539 3.9245
H -2.4657 2.0695 4.6977
H -0.9597 -0.4536 1.7325
H -0.0253 1.0015 2.2128
H -3.6716 0.2260 4.0851
H -3.0761 -0.9330 2.8180
```

Calculated values
relative energy (zero: lowest compared OMol25 entry of this formula, charge and spin): 0.0 kcal/mol
total energy: -94112.1647 eV
LUMO (alpha / beta): -9.4 / -10.5 eV
molar mass: 665.6 g mol⁻¹
net charge: +3
2S+1: 1
orbital gap (alpha / beta): 6.8076 / 5.6357 eV

Results of the Mulliken charge analysis, in e, for atoms 1 through 5: atom 1 (Lu): 1.1716, atom 2 (P): 0.8662, atom 3 (P): 1.0212, atom 4 (P): 1.2777, atom 5 (H): 0.3604

---

Record 2
C23H33BF19N6O15S5 | ωB97M-V/def2-TZVPD

```
102
Properties=species:S:1:pos:R:3
C 0.3541 -24.0197 -11.5735
C 0.3429 -24.6748 -12.9380
N -0.3308 -23.8766 -13.9389
C -1.6838 -23.7888 -14.1745
C -1.9582 -23.1433 -15.4012
N -0.7125 -22.6921 -15.8964
C 0.2720 -23.1998 -14.9835
C -0.4880 -21.8602 -17.0499
H -0.6849 -24.0094 -11.2444
H 0.7619 -23.0134 -11.4769
H 0.9078 -24.5270 -10.7835
H -0.2320 -25.5956 -12.8402
H 1.3587 -24.8981 -13.2641
H -2.3670 -24.2660 -13.4876
H -2.8786 -22.9358 -15.9269
H 1.3345 -23.0063 -14.9716
H 0.5643 -21.6074 -17.1797
H -1.1090 -20.9686 -16.9629
H -0.8906 -22.3547 -17.9339
C -1.6975 -16.5910 -10.9774
C -3.1766 -16.5590 -11.3943
N -3.4722 -15.3616 -12.2228
C -3.6777 -14.0892 -11.6639
C -3.8204 -13.1292 -12.6275
N -3.3721 -13.8137 -13.8010
C -3.1344 -15.1577 -13.5731
C -3.2773 -13.2677 -15.1515
H -1.4410 -15.7472 -10.3369
H -1.0399 -16.4595 -11.8367
H -1.5622 -17.5037 -10.3970
H -3.9167 -16.6280 -10.5971
H -3.2931 -17.4612 -11.9949
H -3.7864 -13.9761 -10.5954
H -4.1037 -12.0870 -12.6238
H -2.7018 -15.8355 -14.2940
H -2.2976 -12.7918 -15.1936
H -4.0639 -12.5260 -15.2901
H -3.2347 -13.9966 -15.9608
C 2.2793 -25.8084 -28.3690
C 2.5093 -25.9422 -26.8711
N 3.5064 -25.0168 -26.3933
C 4.7904 -24.8070 -26.8774
C 5.4705 -23.8794 -26.0861
N 4.5630 -23.5010 -25.1089
C 3.3594 -24.1507 -25.3193
C 4.7910 -22.6082 -24.0084
H 3.0908 -26.1282 -29.0226
H 1.9812 -24.7918 -28.6258
H 1.4029 -26.3938 -28.6471
H 2.8842 -26.9411 -26.6484
H 1.6159 -25.8225 -26.2582
H 5.1259 -25.2946 -27.7808
H 6.4743 -23.4829 -26.0474
H 2.4549 -23.9424 -24.7670
H 5.7768 -22.1890 -24.2099
H 4.7072 -23.0754 -23.0272
H 4.0667 -21.7937 -24.0200
B -7.6023 -23.2860 -9.4485
F -7.0676 -22.0559 -9.2808
F -8.9613 -23.1227 -9.3974
F -7.1349 -23.7949 -10.6622
F -7.2085 -24.0506 -8.3616
C -7.8796 -17.2194 -18.3531
F -7.9936 -17.9551 -19.4586
F -8.6557 -17.7826 -17.4111
F -6.6270 -17.2559 -17.9401
S -8.3969 -15.4022 -18.7730
O -7.3927 -14.9366 -19.7655
O -9.7583 -15.4246 -19.3139
O -8.3337 -14.6891 -17.5247
C -1.6207 -31.3655 -9.0733
F -2.6169 -32.0803 -8.5842
F -1.1279 -31.8262 -10.1944
F -2.1702 -30.0904 -9.3461
S -0.2026 -31.2617 -7.7358
O -0.6755 -30.7165 -6.4515
O 0.3369 -32.6048 -7.5870
O 0.7690 -30.4104 -8.3459
C 9.3682 -25.5179 -12.4221
F 10.0182 -26.2757 -11.5642
F 8.2964 -26.1973 -12.8763
F 8.9192 -24.3979 -11.8399
S 10.4030 -24.9917 -13.9722
O 11.3786 -23.9937 -13.4945
O 10.9695 -26.2310 -14.4523
O 9.4192 -24.6151 -14.9528
C 3.6113 -14.6050 -14.8528
F 4.6302 -15.3112 -14.2719
F 2.7804 -14.3034 -13.8170
F 4.0572 -13.4938 -15.4344
S 2.6969 -15.8118 -16.0870
O 2.1782 -16.9218 -15.2370
O 1.6359 -14.9237 -16.6824
O 3.6956 -16.1994 -17.0994
C -2.5269 -21.4022 -26.6948
F -1.4482 -21.0995 -27.3150
F -3.5685 -21.5160 -27.4692
F -2.3623 -22.6184 -26.0685
S -2.7510 -20.0985 -25.2891
O -3.7907 -20.6522 -24.4335
O -1.4135 -20.0288 -24.6512
O -3.0640 -18.8244 -25.9172
```

Calculated values
total energy: -170527.2858 eV
LUMO: 0.9 eV
molar mass: 1165.7 g mol⁻¹
net charge: -3
2S+1: 1
orbital gap: 4.4845 eV

Results of the Mulliken charge analysis, in e, for atoms 1 through 5: atom 1 (C): -1.0923, atom 2 (C): -0.4822, atom 3 (N): 0.2505, atom 4 (C): -0.3183, atom 5 (C): -0.4915

---

Record 3
C26H25Cl4NO7S2SbV | ωB97M-V/def2-TZVPD

```
67
Properties=species:S:1:pos:R:3
V 1.4411 -0.5002 -0.1897
S 0.2324 -2.5085 0.3158
C 1.5876 -3.4967 0.7756
C 1.3992 -4.6514 1.5381
C 2.4533 -5.4965 1.8320
C 3.7255 -5.2144 1.3525
C 3.9334 -4.0740 0.6001
C 2.8855 -3.2040 0.3119
S 3.1893 -1.8332 -0.7125
H 0.3993 -4.8825 1.8820
H 2.2883 -6.3835 2.4348
H 4.5478 -5.8906 1.5509
H 4.9147 -3.8410 0.2137
Cl -1.8307 1.1221 -6.6343
C -1.0913 0.6694 -5.1409
C -1.6553 1.1040 -3.9431
C -1.0504 0.7547 -2.7612
Cl -1.6020 1.2936 -1.2286
C 0.1314 -0.0400 -2.7239
O 0.7084 -0.3382 -1.6328
C 0.6555 -0.4473 -3.9804
Cl 2.1185 -1.3482 -3.8787
C 0.0676 -0.1008 -5.1720
H -2.5379 1.7223 -3.9214
H 0.5032 -0.4096 -6.1074
O 1.3155 2.3579 -1.7630
C 2.2962 2.2382 -1.0361
N 2.6292 1.1226 -0.3414
C 3.7776 1.3015 0.3720
O 4.3195 0.4679 1.0809
C 4.2724 2.6826 0.0918
C 5.3953 3.3831 0.4858
C 5.5635 4.6719 -0.0070
C 4.6385 5.2394 -0.8781
C 3.5187 4.5312 -1.2871
C 3.3490 3.2559 -0.7913
H 6.1155 2.9390 1.1593
H 6.4326 5.2455 0.2877
H 4.8076 6.2409 -1.2519
H 2.8092 4.9459 -1.9877
O 1.8138 1.8042 2.2794
Cl 0.9929 0.6665 2.0891
O 0.2299 0.4302 3.2701
O 0.0848 0.9015 1.0129
O 1.7722 -0.4834 1.8071
C -5.2332 -0.5646 3.3334
C -3.9804 -1.3788 3.0897
Sb -2.4211 -0.6584 1.6243
C -3.1329 1.4444 1.6417
C -4.3554 1.8045 0.8213
C -3.4420 -1.5063 -0.1834
C -4.9562 -1.4994 -0.3027
H -5.8198 -0.9906 4.1539
H -5.8674 -0.5415 2.4509
H -4.9852 0.4579 3.6068
H -4.2484 -2.3876 2.7760
H -3.4321 -1.4726 4.0293
H -2.2745 2.0249 1.3126
H -3.2993 1.6722 2.6945
H -4.1693 1.6271 -0.2345
H -4.5948 2.8639 0.9437
H -5.2229 1.2278 1.1331
H -3.0802 -2.5363 -0.1837
H -3.0031 -1.0134 -1.0488
H -5.4266 -1.8647 0.6075
H -5.2728 -2.1539 -1.1207
H -5.3308 -0.5021 -0.5180
```

Calculated values
relative energy (zero: lowest compared OMol25 entry of this formula, charge and spin): 47.6 kcal/mol
total energy: -147171.5416 eV
LUMO (alpha / beta): 4.0 / 4.0 eV
molar mass: 842.1 g mol⁻¹
net charge: -2
2S+1: 1
orbital gap (alpha / beta): 4.8704 / 4.8711 eV

Results of the natural (NBO) charge analysis, in e, for atoms 1 through 5: atom 1 (V): 0.8266, atom 2 (S): -0.2455, atom 3 (C): -0.2111, atom 4 (C): -0.2277, atom 5 (C): -0.2624

---

Record 4
C20H21FeN4O2SbSe4 | ωB97M-V/def2-TZVPD

```
53
Properties=species:S:1:pos:R:3
Fe 0.0652 0.6161 -0.4592
C 0.4239 -0.0962 2.6589
C 1.6870 -0.8145 2.2120
C 2.5697 0.0471 1.3544
C 3.8961 0.2449 1.7136
C 4.7167 1.0427 0.9365
C 4.1892 1.6374 -0.1956
C 2.8680 1.4014 -0.5048
N 2.0657 0.6195 0.2396
N -0.6371 -0.1463 1.6400
C -1.7407 0.7202 2.0234
C -2.6852 0.8637 0.8728
C -4.0075 1.2118 1.0643
C -4.8189 1.3901 -0.0423
C -4.2826 1.1993 -1.3071
C -2.9550 0.8328 -1.4130
N -2.1676 0.6611 -0.3424
C -1.1175 -1.5138 1.4293
C -0.4130 -2.2078 0.3135
C -0.4163 -3.5892 0.2374
C 0.2452 -4.2140 -0.8004
C 0.9253 -3.4304 -1.7191
C 0.8858 -2.0610 -1.5797
N 0.2028 -1.4468 -0.5931
H 0.6502 0.9416 2.8273
H 0.0619 -0.5316 3.5977
H 1.4623 -1.7382 1.6796
H 2.2411 -1.1047 3.1001
H 4.2736 -0.2281 2.6139
H 5.7531 1.1969 1.2146
H 4.7824 2.2816 -0.8319
H 2.4210 1.8479 -1.3776
H -1.3311 1.6918 2.2802
H -2.2642 0.3417 2.9041
H -4.3917 1.3485 2.0709
H -5.8603 1.6683 0.0824
H -4.8790 1.3338 -2.2018
H -2.4961 0.6614 -2.3791
H -2.1758 -1.4889 1.1898
H -1.0123 -2.1027 2.3410
H -0.9326 -4.1612 1.0013
H 0.2390 -5.2970 -0.8855
H 1.4751 -3.8643 -2.5451
H 1.4036 -1.4245 -2.2733
O 0.7794 2.8782 1.8688
C 0.2640 3.2306 0.8208
O -0.1533 2.4961 -0.1979
H 0.1056 4.2958 0.6226
Se -0.2589 -1.7605 -5.5968
Sb 0.0045 0.5517 -5.0889
Se 2.1207 1.2849 -6.1041
Se -1.9810 1.7832 -5.8798
Se 0.1996 0.8999 -2.5918
```

Calculated values
relative energy (zero: lowest compared OMol25 entry of this formula, charge and spin): 31.7 kcal/mol
total energy: -333440.7462 eV
LUMO (alpha / beta): -4.3 / -5.3 eV
molar mass: 842.9 g mol⁻¹
net charge: +1
2S+1: 6
orbital gap (alpha / beta): 6.5203 / 5.3409 eV

Results of the natural (NBO) charge analysis, in e, for atoms 1 through 5: atom 1 (Fe): 1.1809, atom 2 (C): -0.2290, atom 3 (C): -0.4495, atom 4 (C): 0.2655, atom 5 (C): -0.2338